The following is a DFT calculation (ωB97M-V with the def2-TZVPD basis set) of a structure of composition C36H28Cl2N12O2STa.

Values from the calculation:
HOMO (alpha / beta) = -15.231 / -15.230 eV
HOMO-LUMO gap (alpha / beta) = 5.1 / 5.1 eV
total charge = +3
relative energy (zero: lowest compared OMol25 entry of this formula, charge and spin) = 119.20 kJ/mol
E_tot = -97171.36142 eV

Each line ends with the Mulliken charge.
Geometry (Å):
Ta: 0.32498 0.07414 0.00746  1.19
C: 3.33974 -1.79855 2.55557  -1.00
C: 2.66974 -2.80234 3.27798  -0.45
C: 1.28052 -2.87113 3.32245  -0.77
C: 0.56320 -1.81113 2.64840  0.63
N: 1.21613 -0.92665 1.83886  -0.21
C: 2.57103 -0.84515 1.94400  -0.03
N: -0.78481 -1.84822 2.85701  -0.46
C: -1.58237 -0.93039 2.32278  -0.45
N: -1.16901 0.07358 1.46769  0.23
C: -2.21190 1.02182 1.41327  0.58
N: -2.07770 2.30567 1.20487  -0.42
C: -0.89921 2.92858 0.87405  0.45
C: -0.90173 4.36523 0.79381  -0.57
C: 0.29987 5.07794 0.66287  -0.71
C: 1.50061 4.27310 0.56870  -0.78
C: 1.47338 2.92555 0.57025  -0.25
N: 0.29711 2.22126 0.65407  0.02
C: -3.42878 0.40435 1.96152  -0.06
C: -4.74905 0.78532 1.82653  -0.54
C: -5.70054 -0.05847 2.36640  -0.61
C: -5.30155 -1.18566 3.13673  -0.65
C: -3.94829 -1.55781 3.22550  -0.01
C: -3.00573 -0.78382 2.54518  0.70
H: 4.43184 -1.76869 2.48621  0.47
H: 3.15839 -3.60775 3.80823  0.49
H: 0.71405 -3.59068 3.89206  0.58
H: 3.01406 0.02646 1.52496  0.47
H: -1.89132 4.75580 0.95425  0.60
H: 0.40356 6.12640 0.90616  0.49
H: 2.44594 4.75996 0.45966  0.51
H: 2.38900 2.34459 0.54497  0.62
H: -5.06053 1.77542 1.45958  0.53
H: -6.82078 0.14549 2.30887  0.37
H: -6.10874 -1.70585 3.68012  0.43
H: -3.59536 -2.34601 3.92739  0.50
Cl: 3.09761 -2.65585 -1.84429  -0.20
C: 1.99645 -3.57691 -0.97031  0.57
C: 2.31586 -4.87717 -0.73884  -0.62
C: 1.41280 -5.72337 -0.05555  0.50
Cl: 2.05010 -7.31062 0.22822  -0.16
C: 0.16615 -5.20423 0.35786  0.02
C: -0.78915 -6.02666 1.06693  -1.03
C: -2.00049 -5.47683 1.32634  -0.90
C: -2.28795 -4.14530 0.90870  -0.25
N: -1.42879 -3.39662 0.25641  -0.04
C: -0.22761 -3.82973 0.03839  0.75
C: 0.81709 -2.97534 -0.47992  -0.31
O: 0.43717 -1.70203 -0.73268  -0.33
H: 3.22369 -5.26674 -1.22722  0.47
H: -0.51281 -7.00134 1.34568  0.56
H: -2.76266 -5.97692 1.99049  0.35
H: -3.22726 -3.71508 1.19232  0.65
C: 5.77239 4.35035 -2.26836  -1.19
C: 4.84149 3.20711 -2.55002  0.94
N: 4.22641 3.05769 -3.69339  -0.67
N: 3.24250 2.10009 -3.46966  0.37
C: 3.31281 1.64384 -2.17586  -0.02
S: 2.54946 0.30600 -1.53656  -0.14
N: 4.37211 2.31280 -1.62364  0.38
N: 4.79662 2.19067 -0.25905  -0.75
H: 6.45254 4.10212 -1.39867  0.38
H: 5.20870 5.22827 -1.93298  0.30
H: 6.35688 4.58254 -3.20985  0.34
H: 2.57242 1.85282 -4.19680  0.17
H: 5.16147 1.21857 -0.18467  0.30
H: 5.61500 2.82421 -0.16480  0.22
N: -3.68482 3.66232 -4.30025  -0.37
C: -2.50187 3.18473 -3.75464  0.27
O: -1.47416 3.78003 -3.94206  -0.56
C: -2.51847 1.95126 -2.89349  0.49
C: -3.47374 0.90624 -2.95476  -0.36
C: -3.11260 -0.28881 -2.39107  -1.13
C: -1.93105 -0.40493 -1.66742  0.61
N: -1.07719 0.62108 -1.51646  0.03
C: -1.36301 1.82239 -2.13643  -0.38
H: -3.59626 4.48815 -4.86518  0.28
H: -4.54610 3.13454 -4.43997  0.18
H: -4.43847 1.10093 -3.47351  0.37
H: -3.72088 -1.15612 -2.33493  0.62
H: -1.66148 -1.39021 -1.14529  -0.05
H: -0.51664 2.51970 -2.18121  0.47


The following is a DFT calculation (ωB97M-V with the def2-TZVPD basis set) of a structure of composition C36H28N6O8PbS2.

Values from the calculation:
HOMO = -0.951 eV
HOMO-LUMO gap = 5.1 eV
total charge = -2
E_tot = -90026.25006 eV

Each line ends with the Mulliken charge.
Geometry (Å):
Pb: -8.40698 -6.22947 -18.06027  1.44
O: -4.06237 -7.22290 -13.87053  -0.59
C: -5.10497 -7.95244 -13.49411  0.46
O: -5.03524 -8.83199 -12.62615  -0.69
C: -6.42076 -7.70963 -14.08149  0.11
C: -7.58389 -8.51075 -13.86595  -0.55
N: -8.58275 -8.02941 -14.64168  -0.13
N: -8.14916 -6.96156 -15.40424  0.07
C: -6.87120 -6.76938 -15.07091  0.03
C: -6.06095 -5.77633 -15.82086  0.72
O: -4.91833 -5.42039 -15.51405  -0.87
O: -6.65413 -5.24772 -16.84461  -0.51
H: -4.25232 -6.45888 -14.57347  0.42
H: -7.65764 -9.36016 -13.19515  0.50
H: -9.57748 -8.27216 -14.57348  0.18
O: -13.11008 -8.04062 -18.68611  -0.76
S: -11.76617 -8.24076 -18.18534  1.00
O: -10.62299 -8.38225 -19.10184  -0.26
N: -11.23693 -7.03687 -17.21221  0.17
C: -12.00821 -6.10406 -16.62911  0.01
C: -13.40287 -6.13998 -16.43844  -0.97
C: -14.04642 -5.19879 -15.64684  -0.67
C: -13.38422 -4.12568 -15.10020  -0.85
C: -12.05459 -3.83779 -15.46368  1.05
C: -11.39656 -2.65351 -15.07197  -0.58
C: -10.04863 -2.51668 -15.38770  -1.08
C: -9.45023 -3.51999 -16.14675  -0.51
N: -10.06407 -4.63215 -16.57667  0.50
C: -11.32893 -4.88084 -16.20780  -0.03
C: -11.81327 -9.73717 -17.20730  0.05
C: -10.64463 -10.48224 -17.01046  -0.26
C: -10.67681 -11.51689 -16.08402  -0.58
C: -11.81109 -11.76652 -15.33118  -0.30
C: -12.98122 -10.98472 -15.49123  -0.66
C: -12.93548 -9.93109 -16.40809  -0.27
H: -13.94997 -6.93058 -16.93842  0.43
H: -15.11987 -5.28692 -15.47263  0.35
H: -13.96664 -3.47819 -14.41743  0.25
H: -11.91028 -1.95617 -14.43325  0.40
H: -9.49302 -1.61822 -15.10160  0.37
H: -8.38847 -3.45265 -16.42793  0.46
H: -9.72450 -10.22000 -17.55805  0.47
H: -9.75510 -12.14358 -16.01168  0.36
H: -11.77650 -12.55185 -14.56003  0.32
H: -13.90831 -11.21455 -14.98590  0.39
H: -13.78243 -9.22773 -16.50053  0.24
O: -6.63914 -8.41799 -17.91161  -0.52
S: -6.31749 -8.79600 -19.32173  1.24
O: -6.52867 -10.17152 -19.74191  -0.74
N: -7.16598 -7.77644 -20.20637  -0.05
C: -7.70394 -8.02233 -21.41585  -0.27
C: -7.26731 -9.00627 -22.33810  -0.77
C: -8.18017 -9.55132 -23.26130  -0.52
C: -9.47545 -9.10175 -23.35023  -0.88
C: -9.91745 -7.95267 -22.66174  1.21
C: -11.20724 -7.35611 -22.81756  -0.71
C: -11.42224 -6.10974 -22.20945  -0.72
C: -10.41367 -5.54390 -21.43331  -0.19
N: -9.30375 -6.20301 -21.07314  0.17
C: -9.01445 -7.37087 -21.68509  0.16
C: -4.64368 -8.31269 -19.57051  -0.04
C: -4.27822 -6.97078 -19.57346  -0.02
C: -3.00786 -6.64530 -20.03288  -0.64
C: -2.18262 -7.61112 -20.52751  -0.35
C: -2.50462 -8.95994 -20.37580  -0.58
C: -3.77670 -9.31400 -19.97971  -0.43
H: -6.27091 -9.41943 -22.29594  0.41
H: -7.80204 -10.34796 -23.91257  0.34
H: -10.17486 -9.66213 -23.98221  0.25
H: -12.00137 -7.87080 -23.37837  0.32
H: -12.40374 -5.62327 -22.28228  0.33
H: -10.52354 -4.53067 -21.01094  0.33
H: -5.00013 -6.16718 -19.25876  0.20
H: -2.73221 -5.57154 -20.10860  0.34
H: -1.23187 -7.30857 -21.01107  0.30
H: -1.81667 -9.73455 -20.62549  0.39
H: -4.13499 -10.33806 -20.07479  0.41
C: -7.70713 -4.14308 -19.15098  -1.84
H: -8.05923 -4.12357 -20.16537  0.51
H: -6.67020 -4.43733 -18.99749  0.41
H: -8.07079 -3.39438 -18.46974  0.32